No. 1
Formula: C21H33CrN10O3PS2
Source: OMol25
Level of theory: ωB97M-V with the def2-TZVPD basis set

Last column: Mulliken spin population.
Positions of all 71 atoms, in Å:
Cr  -0.221  -0.012  -1.600  3.95
N  -1.985  -1.415  -1.356  -0.04
C  -3.426  -1.101  -1.485  0.01
C  -3.688  0.095  -2.396  0.00
C  -3.116  1.391  -1.808  0.01
O  -3.902  2.220  -1.327  0.01
O  -1.846  1.497  -1.851  0.00
H  -1.736  -1.884  -2.234  0.00
H  -1.836  -2.127  -0.647  0.01
H  -3.854  -0.886  -0.505  0.00
H  -3.956  -1.979  -1.870  0.00
H  -4.765  0.215  -2.516  0.00
H  -3.234  -0.093  -3.370  0.00
N  1.277  0.720  -4.684  0.01
C  1.900  1.169  -3.550  0.07
N  3.011  1.883  -3.586  0.00
N  3.279  2.139  -2.289  0.01
N  2.387  1.610  -1.535  0.03
N  1.467  0.973  -2.299  -0.16
C  0.247  -0.189  -4.678  0.02
N  -0.244  -0.721  -5.783  0.00
N  -1.217  -1.541  -5.344  0.01
N  -1.297  -1.495  -4.065  0.01
N  -0.370  -0.625  -3.585  -0.01
H  1.741  0.881  -5.559  0.00
C  0.298  2.927  2.898  0.00
C  0.156  2.525  1.426  -0.01
C  -1.245  2.963  0.968  0.01
C  1.177  3.313  0.608  0.00
P  0.237  0.646  1.024  0.12
C  -1.085  0.132  2.209  -0.07
C  -2.341  -0.106  1.672  -0.01
C  -3.424  -0.470  2.460  0.00
C  -3.263  -0.607  3.829  0.00
C  -2.019  -0.352  4.392  0.00
C  -0.947  0.018  3.595  0.00
C  1.795  -0.216  1.757  -0.07
C  2.808  -0.427  0.623  0.04
C  1.389  -1.619  2.235  0.01
C  2.539  0.521  2.872  0.00
H  0.220  4.018  2.941  0.00
H  1.255  2.654  3.335  0.00
H  -0.505  2.524  3.513  0.00
H  -1.325  4.048  1.089  0.00
H  -2.035  2.506  1.566  0.00
H  -1.435  2.726  -0.080  0.01
H  1.067  4.376  0.850  0.00
H  1.006  3.188  -0.457  0.01
H  2.207  3.014  0.809  0.00
H  -2.462  0.045  0.613  0.02
H  -4.392  -0.643  2.006  0.00
H  -4.098  -0.899  4.454  0.00
H  -1.881  -0.443  5.464  0.00
H  0.005  0.212  4.065  0.00
H  2.356  -0.946  -0.224  -0.02
H  3.625  -1.050  1.005  0.00
H  3.217  0.515  0.267  0.00
H  0.869  -2.166  1.446  -0.01
H  0.765  -1.612  3.126  0.00
H  2.302  -2.176  2.467  0.00
H  2.874  1.504  2.540  0.00
H  3.432  -0.064  3.119  0.00
H  1.964  0.634  3.790  0.00
C  3.521  -3.715  -0.891  0.00
O  2.779  -4.603  -1.710  0.00
C  1.432  -4.426  -1.849  0.01
S  0.690  -5.554  -2.827  0.01
S  0.684  -3.149  -1.014  -0.01
H  4.486  -4.197  -0.736  0.00
H  3.022  -3.538  0.062  0.00
H  3.662  -2.752  -1.387  0.00

Its LUMO energy (spin up / spin down) is 4.1 / 4.1 eV. The spin multiplicity is 5. Its charge is -2. Its relative energy (zero: lowest compared OMol25 entry of this formula, charge and spin) is 79.9 kJ/mol. Its molar mass is 620.67 g mol⁻¹.



No. 2
Formula: C21H33F7N2O8S2
Source: OMol25
Level of theory: ωB97M-V with the def2-TZVPD basis set

Last column: Löwdin charge in e.
Positions of all 73 atoms, in Å:
O  -4.996  -2.523  5.256  -0.32
S  -4.889  -2.532  3.733  0.82
O  -4.558  -3.977  3.371  -0.33
C  -3.591  -1.395  3.081  -0.25
C  -3.150  -1.576  1.589  -0.02
C  -2.088  -0.585  1.021  0.03
C  -1.540  0.530  1.986  -0.23
N  -0.578  1.600  1.704  -0.26
S  -0.396  2.494  3.162  0.94
N  -1.443  1.756  4.324  -0.23
C  -1.992  0.691  3.511  -0.29
C  -3.057  -0.316  4.055  0.06
C  -6.505  -2.093  2.903  -0.33
F  -6.415  -2.520  1.551  0.06
F  -7.504  -2.930  3.521  0.05
C  -7.001  -0.579  3.106  -0.18
F  -8.363  -0.476  3.555  0.09
F  -6.225  -0.020  4.190  0.05
C  -6.788  0.398  1.854  -0.28
F  -7.450  -0.001  0.670  0.11
F  -7.387  1.655  2.222  0.08
F  -5.413  0.718  1.605  0.09
H  -3.616  -2.393  0.932  0.12
H  -1.763  -0.675  -0.080  0.11
H  -3.473  -0.286  5.130  0.13
C  5.151  -0.139  5.536  -0.11
O  5.637  -0.204  4.201  -0.19
C  4.700  -0.800  3.306  -0.19
C  3.906  0.254  2.536  -0.20
O  3.092  1.037  3.403  -0.21
C  3.698  2.276  3.750  -0.11
H  5.745  0.599  6.076  0.09
H  4.103  0.159  5.582  0.08
H  5.275  -1.113  6.020  0.09
H  4.029  -1.479  3.845  0.13
H  5.275  -1.393  2.590  0.12
H  3.232  -0.256  1.841  0.12
H  4.571  0.895  1.946  0.13
H  3.553  2.993  2.936  0.09
H  4.766  2.173  3.954  0.09
H  3.205  2.656  4.646  0.09
C  4.126  -1.462  -1.233  -0.12
O  3.588  -2.236  -2.292  -0.19
C  2.518  -3.069  -1.853  -0.19
C  1.159  -2.436  -2.151  -0.19
O  0.972  -1.221  -1.419  -0.21
C  1.271  -0.065  -2.197  -0.10
H  4.683  -0.631  -1.667  0.09
H  3.348  -1.058  -0.584  0.07
H  4.812  -2.077  -0.642  0.09
H  2.618  -3.298  -0.786  0.13
H  2.595  -4.009  -2.407  0.12
H  0.375  -3.129  -1.829  0.12
H  1.032  -2.264  -3.226  0.12
H  0.420  0.171  -2.841  0.08
H  2.164  -0.198  -2.812  0.08
H  1.438  0.770  -1.514  0.09
C  -0.874  0.620  -5.676  -0.11
O  0.164  1.345  -5.028  -0.22
C  1.359  1.400  -5.805  -0.19
C  1.473  2.716  -6.573  -0.20
O  0.432  2.851  -7.540  -0.19
C  -0.652  3.642  -7.069  -0.11
H  -1.820  0.893  -5.206  0.09
H  -0.937  0.849  -6.741  0.08
H  -0.711  -0.453  -5.543  0.09
H  1.417  0.543  -6.486  0.13
H  2.198  1.331  -5.107  0.12
H  2.421  2.719  -7.120  0.12
H  1.479  3.572  -5.889  0.13
H  -0.399  4.702  -7.167  0.09
H  -0.902  3.426  -6.027  0.08
H  -1.523  3.429  -7.689  0.09

Its LUMO energy is -2.0 eV. The spin multiplicity is 1. Its molar mass is 638.62 g mol⁻¹.



No. 3
Formula: C21H33N2O6P
Source: OMol25
Level of theory: ωB97M-V with the def2-TZVPD basis set

Last column: Löwdin charge in e.
Positions of all 63 atoms, in Å:
C  2.574  3.601  4.807  0.01
C  1.122  4.172  4.610  -0.47
O  0.899  5.310  4.959  0.09
O  0.041  3.445  4.100  -0.04
C  0.358  2.808  2.843  -0.20
C  -0.779  1.752  2.538  -0.17
C  -0.434  0.773  1.347  -0.19
C  -0.183  1.589  -0.002  -0.19
C  1.150  1.199  -0.760  -0.15
C  2.299  2.257  -0.662  -0.12
C  3.621  1.744  -0.262  -0.03
C  4.808  2.662  -0.176  -0.07
C  4.613  4.060  -0.507  -0.02
C  3.281  4.653  -0.900  -0.20
N  3.257  6.021  -1.158  0.10
C  1.987  6.385  -1.483  -0.10
C  0.802  5.485  -1.602  -0.09
N  0.863  4.148  -1.369  0.10
C  2.134  3.727  -0.986  -0.15
H  2.781  3.599  5.908  0.09
H  2.651  2.544  4.413  0.08
H  3.275  4.293  4.276  0.10
H  1.362  2.304  2.808  0.12
H  0.354  3.601  2.031  0.13
H  -0.908  1.119  3.471  0.12
H  -1.756  2.303  2.397  0.13
H  -1.365  0.147  1.181  0.10
H  0.398  0.053  1.575  0.11
H  -1.034  1.332  -0.705  0.11
H  -0.290  2.676  0.236  0.08
H  0.983  0.939  -1.849  0.12
H  1.523  0.239  -0.287  0.10
H  3.800  0.665  -0.017  0.10
H  5.844  2.324  0.091  0.10
H  5.506  4.733  -0.463  0.10
H  1.821  7.476  -1.709  0.11
H  -0.180  5.933  -1.887  0.11
C  -0.309  -4.319  -3.927  -0.08
C  -0.840  -3.048  -3.288  -0.30
O  -2.074  -3.266  -2.623  -0.22
P  -2.084  -4.170  -1.241  0.66
O  -1.369  -3.193  -0.331  -0.23
O  -3.624  -3.849  -0.745  -0.22
C  -3.873  -3.227  0.511  -0.30
C  -3.963  -1.720  0.360  -0.08
O  -2.772  -5.450  -2.128  -0.20
C  -2.202  -6.747  -1.935  -0.30
C  -2.132  -7.143  -0.472  -0.08
H  0.049  -5.013  -3.158  0.06
H  0.528  -4.099  -4.592  0.08
H  -1.090  -4.829  -4.493  0.08
H  -0.105  -2.625  -2.596  0.11
H  -1.026  -2.304  -4.066  0.12
H  -3.115  -3.513  1.243  0.10
H  -4.827  -3.610  0.882  0.11
H  -3.116  -1.310  -0.192  0.06
H  -4.009  -1.238  1.339  0.08
H  -4.860  -1.449  -0.201  0.08
H  -1.206  -6.778  -2.387  0.10
H  -2.829  -7.457  -2.477  0.12
H  -1.441  -6.495  0.081  0.07
H  -1.779  -8.171  -0.370  0.08
H  -3.111  -7.053  0.001  0.09

Its LUMO energy is -1.2 eV. The spin multiplicity is 1. As for the SMILES: CC(=O)OCCCCCc1cccc2nccnc12.CCOP(=O)(OCC)OCC. Its molar mass is 440.48 g mol⁻¹.



No. 4
Formula: C21H33N3
Source: OMol25
Level of theory: ωB97M-V with the def2-TZVPD basis set

Last column: Löwdin charge in e.
Positions of all 57 atoms, in Å:
C  -5.187  -0.665  -0.641  -0.07
C  -4.774  0.782  -0.380  -0.43
C  -5.934  1.543  0.260  -0.08
C  -3.540  0.861  0.526  -0.14
C  -2.241  0.436  -0.164  -0.26
C  -1.752  1.457  -1.220  -0.15
N  -0.450  1.905  -0.780  0.08
C  -0.159  1.284  0.300  -0.40
N  0.988  1.448  1.020  0.14
C  2.198  1.973  0.592  -0.25
C  3.300  1.860  1.440  -0.04
C  4.532  2.348  1.050  -0.10
C  4.684  2.950  -0.187  -0.11
C  3.589  3.064  -1.029  -0.08
C  2.350  2.585  -0.649  -0.03
N  -1.133  0.428  0.785  -0.03
C  -0.919  -0.713  1.634  -0.15
C  -0.338  -1.969  0.958  -0.13
C  1.112  -1.837  0.465  -0.33
C  1.187  -1.397  -0.999  -0.16
C  2.638  -1.230  -1.439  -0.19
C  3.403  -2.538  -1.264  -0.21
C  3.319  -3.009  0.184  -0.20
C  1.865  -3.162  0.619  -0.18
H  -5.412  -1.171  0.296  0.08
H  -4.399  -1.215  -1.149  0.07
H  -6.075  -0.696  -1.267  0.08
H  -4.536  1.254  -1.338  0.13
H  -6.184  1.110  1.227  0.08
H  -5.674  2.588  0.409  0.08
H  -6.817  1.497  -0.374  0.07
H  -3.705  0.230  1.403  0.11
H  -3.411  1.887  0.878  0.13
H  -2.364  -0.562  -0.604  0.13
H  -2.418  2.322  -1.283  0.11
H  -1.668  1.023  -2.221  0.11
H  1.003  1.011  1.930  0.13
H  3.187  1.386  2.406  0.11
H  5.378  2.253  1.716  0.10
H  5.649  3.328  -0.491  0.10
H  3.701  3.534  -1.995  0.10
H  1.488  2.669  -1.290  0.08
H  -1.891  -0.976  2.064  0.12
H  -0.271  -0.425  2.469  0.12
H  -0.980  -2.258  0.123  0.11
H  -0.392  -2.770  1.699  0.11
H  1.632  -1.093  1.078  0.13
H  0.658  -0.456  -1.146  0.10
H  0.705  -2.155  -1.623  0.12
H  2.671  -0.914  -2.484  0.11
H  3.110  -0.445  -0.843  0.11
H  4.447  -2.402  -1.552  0.11
H  2.972  -3.301  -1.918  0.11
H  3.841  -3.962  0.298  0.11
H  3.814  -2.277  0.828  0.11
H  1.828  -3.491  1.661  0.11
H  1.379  -3.927  0.009  0.12

Its LUMO energy is 0.8 eV. The spin multiplicity is 1. As for the SMILES: CC(C)C[C@H]1CN=C(Nc2ccccc2)N1CCC1CCCCC1. Its relative energy (zero: lowest compared OMol25 entry of this formula, charge and spin) is 12.9 kJ/mol. Its molar mass is 327.52 g mol⁻¹.



No. 5
Formula: C21H33N3O4S
Source: OMol25
Level of theory: ωB97M-V with the def2-TZVPD basis set

Last column: Löwdin charge in e.
Positions of all 62 atoms, in Å:
C  -2.683  4.704  1.608  -0.06
C  -2.543  3.294  1.055  -0.25
O  -1.349  2.743  1.585  -0.06
C  -1.007  1.467  1.226  -0.20
C  -1.743  0.667  0.370  0.02
C  -1.311  -0.615  0.055  -0.15
N  -1.975  -1.484  -0.808  0.09
C  -3.069  -1.348  -1.585  -0.83
S  -4.038  -0.008  -1.690  0.66
N  -3.441  -2.439  -2.312  -0.02
C  -2.635  -3.603  -2.590  -0.13
C  -1.509  -3.313  -3.607  -0.32
C  -0.621  -4.541  -3.865  -0.13
C  -1.187  -5.098  -5.171  -0.15
C  -1.632  -3.817  -5.870  -0.20
O  -2.106  -2.962  -4.847  -0.10
C  -0.123  -1.112  0.622  -0.19
O  0.204  -2.403  0.267  -0.08
C  1.441  -2.946  0.692  -0.24
C  2.628  -2.403  -0.096  -0.06
C  0.609  -0.314  1.482  0.06
C  0.183  0.973  1.785  -0.13
N  0.892  1.828  2.631  0.15
C  2.111  1.653  3.206  -0.47
O  2.778  0.643  3.113  0.07
C  2.565  2.877  3.984  -0.09
C  2.915  4.049  3.052  -0.43
C  3.268  5.284  3.877  -0.08
C  4.073  3.668  2.134  -0.06
H  -2.732  4.677  2.694  0.08
H  -1.829  5.308  1.313  0.08
H  -3.590  5.159  1.223  0.08
H  -3.403  2.680  1.353  0.13
H  -2.492  3.317  -0.040  0.13
H  -2.656  1.020  -0.074  0.00
H  -1.489  -2.371  -0.857  0.11
H  -4.146  -2.223  -3.002  0.11
H  -3.300  -4.361  -3.009  0.14
H  -2.209  -3.998  -1.662  0.12
H  -0.922  -2.457  -3.248  0.15
H  0.415  -4.232  -4.005  0.12
H  -0.665  -5.255  -3.046  0.11
H  -2.046  -5.740  -4.973  0.11
H  -0.454  -5.654  -5.750  0.11
H  -0.784  -3.343  -6.385  0.12
H  -2.443  -3.963  -6.586  0.12
H  1.582  -2.785  1.766  0.12
H  1.333  -4.020  0.514  0.12
H  2.751  -1.337  0.076  0.07
H  3.534  -2.914  0.217  0.08
H  2.477  -2.569  -1.160  0.08
H  1.522  -0.656  1.937  0.09
H  0.423  2.714  2.765  0.14
H  3.447  2.598  4.562  0.13
H  1.774  3.178  4.675  0.12
H  2.042  4.284  2.432  0.13
H  4.128  5.083  4.512  0.08
H  3.511  6.119  3.224  0.08
H  2.434  5.578  4.512  0.08
H  4.964  3.449  2.719  0.09
H  4.302  4.483  1.450  0.08
H  3.826  2.786  1.549  0.08

Its LUMO energy is 0.7 eV. The spin multiplicity is 1. As for the SMILES: CCOc1cc(NC(=S)NC[C@H]2CCCO2)c(OCC)cc1NC(=O)CC(C)C. Its relative energy (zero: lowest compared OMol25 entry of this formula, charge and spin) is 115.3 kJ/mol. Its molar mass is 423.58 g mol⁻¹.



No. 6
Formula: C21H33N3O4S
Source: OMol25
Level of theory: ωB97M-V with the def2-TZVPD basis set

Last column: Löwdin charge in e.
Positions of all 62 atoms, in Å:
C  3.114  0.727  3.480  -0.06
C  2.942  -0.762  3.203  -0.23
O  2.881  -1.065  1.820  -0.06
C  1.744  -0.768  1.115  -0.19
C  0.564  -0.301  1.667  0.02
C  -0.541  -0.044  0.867  -0.15
N  -1.764  0.424  1.345  0.09
C  -2.150  0.916  2.539  -0.84
S  -1.193  1.095  3.881  0.66
N  -3.457  1.273  2.669  -0.02
C  -4.434  1.525  1.640  -0.12
C  -4.482  3.009  1.196  -0.32
C  -3.179  3.493  0.554  -0.11
C  -3.353  3.074  -0.908  -0.14
C  -4.881  3.002  -1.078  -0.18
O  -5.469  3.184  0.203  -0.10
C  -0.469  -0.270  -0.518  -0.19
O  -1.613  0.026  -1.229  -0.09
C  -1.691  -0.341  -2.596  -0.24
C  -1.870  -1.841  -2.798  -0.05
C  0.707  -0.741  -1.071  0.06
C  1.814  -0.993  -0.271  -0.13
N  3.023  -1.475  -0.777  0.14
C  3.338  -1.855  -2.046  -0.44
O  2.563  -1.804  -2.977  0.06
C  4.780  -2.342  -2.127  -0.09
C  5.235  -2.841  -3.505  -0.42
C  4.408  -4.042  -3.958  -0.08
C  5.185  -1.723  -4.543  -0.08
H  3.249  0.881  4.546  0.08
H  3.986  1.106  2.953  0.08
H  2.241  1.287  3.157  0.06
H  3.820  -1.312  3.554  0.12
H  2.059  -1.153  3.721  0.12
H  0.473  -0.129  2.724  0.01
H  -2.458  0.424  0.607  0.12
H  -3.660  1.679  3.572  0.11
H  -5.420  1.261  2.032  0.13
H  -4.252  0.894  0.768  0.12
H  -4.776  3.622  2.055  0.15
H  -3.124  4.579  0.634  0.12
H  -2.294  3.068  1.020  0.11
H  -2.892  2.104  -1.094  0.08
H  -2.908  3.794  -1.591  0.11
H  -5.267  3.796  -1.722  0.12
H  -5.197  2.037  -1.495  0.12
H  -2.572  0.195  -2.965  0.12
H  -0.813  0.023  -3.140  0.12
H  -2.749  -2.190  -2.260  0.08
H  -1.998  -2.049  -3.856  0.08
H  -1.002  -2.386  -2.437  0.07
H  0.804  -0.923  -2.127  0.10
H  3.729  -1.571  -0.058  0.14
H  4.898  -3.149  -1.398  0.12
H  5.423  -1.515  -1.814  0.13
H  6.279  -3.163  -3.396  0.13
H  4.782  -4.420  -4.907  0.08
H  4.460  -4.844  -3.224  0.08
H  3.370  -3.751  -4.086  0.07
H  4.161  -1.385  -4.676  0.07
H  5.560  -2.080  -5.500  0.08
H  5.795  -0.878  -4.229  0.08

Its LUMO energy is 0.7 eV. The spin multiplicity is 1. As for the SMILES: CCOc1cc(NC(=S)NC[C@H]2CCCO2)c(OCC)cc1NC(=O)CC(C)C. Its relative energy (zero: lowest compared OMol25 entry of this formula, charge and spin) is 122.8 kJ/mol. Its molar mass is 423.58 g mol⁻¹.



What is the molar mass in the first record? 620.67 g mol⁻¹



Look up the molar mass of the third one. 440.48 g mol⁻¹



What is the molar mass in the fifth record? 423.58 g mol⁻¹